1.
DFT (ωB97M-V/def2-TZVPD) results for a molecular structure, C17H31HoO.

Values from the calculation:
Total charge = +2
Multiplicity = 5
HOMO-LUMO gap (spin up / spin down) = 8.36 / 7.97 eV

```
50
Properties=species:S:1:pos:R:3:forces:R:3
C 1.6122 2.2870 0.8229 2.816 0.724 0.620
H -0.6176 3.8187 2.7521 0.342 -0.237 -0.667
H -1.4158 2.5105 -1.8919 -0.046 0.023 -0.090
H 2.8282 -0.9193 2.6178 -0.065 -0.107 -0.038
C 0.0522 3.5624 1.9044 -0.390 0.944 0.139
C 0.7964 -1.6451 2.7499 0.367 -0.718 0.004
C 2.2507 -1.7935 2.2904 0.020 0.204 0.269
H 2.2888 -1.7951 1.1933 0.092 -0.079 -0.270
C 1.1785 2.6404 2.2325 0.562 -0.604 0.772
C 0.5137 -3.0319 -1.5183 0.282 -0.118 0.212
H 2.9109 -3.0788 3.9218 -0.016 0.069 -0.218
H 1.1263 -0.5065 -4.1326 -0.124 0.021 0.118
H 1.8135 0.6316 -2.9823 0.011 0.112 -0.095
H 0.1899 -2.4927 2.4091 0.015 0.069 0.079
H 0.7332 -1.6109 3.8440 -0.145 0.165 -0.277
C -0.7891 0.4536 -1.8802 -1.933 -0.180 -4.148
H -2.7406 -3.2451 -0.9345 0.066 0.072 -0.027
C -0.1976 -1.7196 -1.5408 -0.938 -0.984 -0.866
H -1.2765 3.3938 0.1948 0.449 -0.723 0.005
H 2.2237 3.1117 0.3922 -0.181 -0.732 0.204
H 0.1581 2.2363 -2.6208 -0.018 0.024 -0.036
H -3.0918 -2.1180 0.3704 -0.048 -0.018 -0.039
C -1.5049 -1.4930 -0.9388 -0.338 -1.115 -1.086
H 2.1866 -1.0754 -2.8497 -0.010 -0.058 -0.056
H -1.6638 -3.1357 0.4449 0.027 -0.093 0.001
C -0.8377 1.8133 -2.4967 0.020 0.327 -0.240
H -1.3030 1.7687 -3.4846 0.003 -0.005 0.068
H 0.7662 1.7322 2.7300 0.360 0.420 0.012
Ho 0.0000 0.0000 0.0000 3.828 0.278 7.766
C -0.6042 2.7535 0.8012 -2.212 1.455 0.393
H 0.0690 -3.7328 -2.2293 -0.046 0.094 0.024
H 2.2174 1.3562 0.8083 -0.175 0.136 -0.340
H -3.1436 1.4915 -0.6993 -0.055 0.116 -0.078
C -3.2386 0.4354 -0.9473 -0.092 0.206 0.487
C -1.9143 -0.1913 -1.2226 0.060 -0.010 -1.656
H 3.9473 -3.1578 2.4868 -0.234 0.065 0.063
H 1.5659 -2.9265 -1.7776 0.001 -0.019 -0.060
H -3.8958 0.3635 -1.8185 0.170 -0.031 -0.008
C 2.9093 -3.0694 2.8253 -0.062 -0.089 -0.084
H 2.3678 -3.9609 2.4871 0.092 0.148 0.054
C 0.2049 -0.5587 -2.1991 -1.283 0.218 -1.086
H 0.3430 -0.7282 2.3579 -0.260 0.473 0.222
H 1.9806 3.0730 2.8673 -0.459 -0.382 -0.538
H 0.4688 4.5016 1.4698 -0.480 -0.504 0.313
C 1.3917 -0.3676 -3.0810 0.483 0.123 0.277
C -2.2881 -2.5457 -0.2270 -0.067 -0.073 0.358
H -1.1973 1.9255 1.2512 -0.221 0.177 0.011
H -3.7494 -0.0449 -0.1141 -0.055 -0.050 -0.028
H 0.4673 -3.5053 -0.5368 -0.040 -0.079 0.045
O 0.4404 2.1721 0.0367 -0.074 0.345 -0.486
```
Positions in Å, forces in eV/Å.

Löwdin atomic charge list, values in e, 4 entries: -0.19 0.16 0.07 0.11


2.
DFT (ωB97M-V/def2-TZVPD) results for 2 unconnected molecules or ions with the total composition C6H8.

Values from the calculation:
HOMO-LUMO gap (spin up / spin down) = 8.14 / 6.20 eV

```
14
Properties=species:S:1:pos:R:3:forces:R:3
H -0.5176 1.8038 0.0012 0.320 0.613 -0.748
C 1.2952 1.0956 1.8558 -4.306 1.902 -5.372
H 0.2374 -1.7625 -0.8768 0.094 -0.184 -0.659
C -1.3596 -0.0689 0.3963 -1.203 -0.847 -0.152
C 0.7338 -1.0208 -1.4989 0.392 0.371 -0.802
H -1.1652 -1.1307 0.2405 0.442 0.012 0.935
C 2.0323 0.6059 2.6189 3.924 -1.638 6.427
C 0.5863 0.2926 -1.1742 0.973 0.375 -0.935
H 1.3603 -1.2912 -2.4033 -0.665 0.074 1.606
H -1.5604 0.2737 1.4387 0.314 -0.563 -0.909
H -2.2985 -0.0566 -0.1601 -0.516 0.636 -0.008
H 2.4535 0.5815 3.6689 -0.358 -0.415 -2.075
C -0.4113 0.7816 -0.3097 1.510 -0.061 2.575
H 1.3220 0.9998 -1.6103 -0.921 -0.275 0.117
```
Positions in Å, forces in eV/Å.

Löwdin atomic charge list, values in e, 4 entries: 0.08 -0.10 0.06 -0.12


Number 1: electronic energy -45957.9123 eV, maximum force 0.1685 hartree/bohr. Number 2: electronic energy -6344.1566 eV, maximum force 0.1499 hartree/bohr.